(1)
ORCA calculation (ωB97M-V/def2-TZVPD) on a 15-piece molecular cluster, C20H23Cl44N2 overall at a distorted geometry.

As for the energy relative to the best compared isomer or geometry (same formula, charge and spin): 0.000 eV. As for the charge: +1. The calculation puts the LUMO energy at -2.52 eV.

Each line ends with the Löwdin charge.
CARTESIAN COORDINATES (ANGSTROEM)
C1 -2.05006 -2.26547 -4.84954  -0.14
C2 -0.90420 -2.49378 -3.83333  -0.69
Cl1 0.43919 -3.43625 -4.60606  0.65
C3 -0.28401 -1.19517 -3.21377  -0.60
Cl2 -1.37500 0.21992 -3.19266  0.71
C4 0.02413 -1.51684 -1.73473  -0.26
C5 0.88744 -2.48695 -1.30705  0.03
N1 0.80372 -2.41520 0.08485  0.13
C6 -0.02801 -1.47193 0.43399  -0.12
N2 -0.54860 -0.88715 -0.64476  0.14
H1 -1.92973 -3.02749 -5.63848  0.07
H2 -2.04646 -1.27967 -5.32820  0.07
H3 -2.99977 -2.50736 -4.34779  0.05
H4 -1.27442 -3.11207 -3.00474  0.08
H5 0.69226 -0.99716 -3.67549  0.11
H6 1.47074 -3.14782 -1.94023  0.13
H7 1.31893 -3.03643 0.70037  0.16
H8 -0.32666 -1.15401 1.43987  0.11
H9 -1.24113 -0.14305 -0.66051  0.09
C7 -4.09644 -1.78114 0.27793  -1.55
Cl3 -3.40394 -3.12795 -0.64448  0.54
Cl4 -3.95238 -0.27146 -0.63073  0.46
Cl5 -5.77510 -2.10060 0.68130  0.59
H10 -3.53810 -1.67870 1.20071  -0.03
C8 -5.77103 -1.55318 -5.14415  -1.54
Cl6 -7.02892 -2.78978 -5.12270  0.56
Cl7 -6.23875 -0.20844 -6.18570  0.55
Cl8 -5.43281 -0.98262 -3.50457  0.50
H11 -4.86671 -1.99480 -5.54465  -0.01
C9 -4.38266 2.00856 2.65445  -1.56
Cl9 -3.18880 0.81316 2.09873  0.50
Cl10 -5.73802 2.08714 1.53417  0.54
Cl11 -4.93481 1.60870 4.28348  0.54
H12 -3.90124 2.97605 2.67898  -0.04
C10 3.17843 -0.59963 2.96039  -1.52
Cl12 3.87545 -2.00497 2.15030  0.51
Cl13 3.39413 0.84889 1.98615  0.53
Cl14 1.46160 -0.87562 3.30177  0.56
H13 3.69432 -0.45749 3.90404  0.00
C11 6.15652 3.32270 0.82135  -1.55
Cl15 6.75125 1.76926 1.40863  0.49
Cl16 7.44018 4.20530 -0.00514  0.51
Cl17 4.76680 3.09452 -0.25344  0.51
H14 5.83320 3.90823 1.67461  0.00
C12 5.66708 -4.34242 5.40351  -1.54
Cl18 4.34715 -3.21795 5.05456  0.51
Cl19 5.11996 -5.63274 6.47065  0.55
Cl20 6.31900 -5.00678 3.90451  0.51
H15 6.45639 -3.79532 5.90621  0.00
C13 -9.99348 -0.11247 -4.50185  -1.54
Cl21 -11.25260 -1.35145 -4.48010  0.53
Cl22 -10.46228 1.23354 -5.54307  0.49
Cl23 -9.65691 0.45719 -2.86395  0.52
H16 -9.08833 -0.55498 -4.90158  -0.04
C14 10.18315 -5.21328 3.68902  -1.55
Cl24 9.50781 -4.38967 5.09876  0.49
Cl25 10.21279 -4.13059 2.29486  0.52
Cl26 11.79945 -5.82108 4.04065  0.54
H17 9.54545 -6.05669 3.45218  0.01
C15 8.07231 2.16135 5.31542  -1.55
Cl27 6.79798 0.93214 5.31986  0.51
Cl28 7.68836 3.45307 4.17468  0.53
Cl29 8.31095 2.81450 6.93316  0.52
H18 8.99650 1.69082 4.99728  -0.04
C16 -12.54867 -3.92838 -2.16241  -1.57
Cl30 -13.24998 -5.46293 -1.64538  0.53
Cl31 -13.11130 -2.60809 -1.13589  0.52
Cl32 -10.78465 -4.01442 -2.15450  0.49
H19 -12.87380 -3.73162 -3.17707  0.00
C17 -5.81861 6.32992 3.15297  -1.52
Cl33 -5.26042 4.75956 3.75318  0.55
Cl34 -6.29041 6.21124 1.45663  0.53
Cl35 -7.15440 6.92596 4.13328  0.55
H20 -4.99845 7.03329 3.22992  0.02
C18 10.55072 6.37167 -1.23564  -1.55
Cl36 9.49532 5.21506 -2.05733  0.49
Cl37 12.05435 5.59504 -0.73637  0.53
Cl38 10.87992 7.75980 -2.27271  0.53
H21 10.03982 6.72455 -0.34780  0.01
C19 -10.58940 4.53555 -7.59891  -1.53
Cl39 -9.00596 3.88263 -7.16941  0.50
Cl40 -11.89388 3.55344 -6.91553  0.50
Cl41 -10.73152 6.21131 -7.06612  0.53
H22 -10.68115 4.51392 -8.67786  0.01
C20 11.86147 0.20142 5.51214  -1.53
Cl42 11.20444 1.23475 6.78381  0.54
Cl43 11.06331 -1.37195 5.51879  0.51
Cl44 11.69141 0.97879 3.93387  0.54
H23 12.91653 0.04948 5.70551  0.02

Force components x, y, z for each atom (eV/Å):
0.34 -1.01 -0.14
-0.59 0.54 -0.44
-0.16 0.27 0.39
0.17 -0.88 1.62
0.31 -0.16 -0.47
0.16 0.14 -1.63
-1.11 1.22 0.24
0.97 -1.14 -0.77
-1.51 1.32 1.39
1.27 -1.23 -0.29
-0.12 0.38 0.25
-0.05 -0.25 0.31
0.24 0.55 -0.15
0.17 0.11 -0.40
-0.62 0.46 -0.23
0.02 0.00 0.65
-0.13 0.39 0.21
0.47 -0.49 -0.55
0.06 -0.14 -0.09
-0.32 -0.07 -0.06
0.12 0.00 0.01
-0.04 -0.23 -0.47
0.14 0.04 -0.02
-0.03 -0.01 -0.03
-0.19 0.07 0.00
0.04 0.01 0.01
0.03 -0.02 0.02
0.05 -0.07 -0.10
-0.04 0.02 0.00
-0.35 -0.22 0.07
0.34 0.26 0.59
0.12 -0.03 0.03
0.15 -0.05 -0.17
0.09 -0.08 -0.05
0.19 0.14 -0.24
-0.10 0.12 -0.32
-0.12 -0.10 0.06
0.03 -0.03 0.33
-0.06 -0.06 0.00
0.19 0.00 0.03
-0.03 -0.08 -0.18
-0.27 -0.16 0.15
-0.01 0.05 0.05
-0.03 -0.06 -0.03
0.05 -0.17 0.06
0.04 -0.09 0.35
0.03 0.08 -0.03
-0.13 0.03 -0.09
-0.03 0.00 -0.06
-0.06 0.10 -0.04
0.04 0.04 -0.09
0.13 -0.39 0.26
0.06 -0.05 -0.02
-0.05 -0.01 0.04
0.12 0.03 -0.06
0.06 -0.01 0.13
-0.06 -0.04 0.03
-0.09 0.00 0.00
0.01 0.05 0.03
-0.01 0.09 0.09
0.04 -0.04 -0.03
0.10 0.10 0.14
-0.19 0.05 -0.05
-0.04 0.01 0.01
-0.01 0.00 0.13
0.01 0.04 -0.06
0.01 -0.01 -0.07
0.01 -0.06 0.02
0.02 -0.01 0.04
-0.14 0.08 -0.07
-0.12 0.40 0.21
0.07 -0.01 0.04
0.09 -0.03 -0.02
-0.02 -0.05 0.00
0.12 0.03 -0.09
0.17 0.13 -0.11
-0.07 0.01 0.03
-0.04 -0.03 0.06
0.01 -0.03 -0.04
-0.07 0.08 0.08
-0.02 0.04 -0.07
0.01 0.27 -0.22
-0.01 -0.05 -0.05
0.00 -0.01 0.05
-0.02 -0.05 0.05
0.15 -0.09 -0.07
0.05 0.04 -0.04
0.00 0.00 0.03
-0.04 0.02 -0.03

***

(2)
ORCA calculation (ωB97M-V/def2-TZVPD) on C20H23ClGeI2N2O3PdS as an isolated structure.

As for the spin multiplicity: 2. As for the energy relative to the best compared isomer or geometry (same formula, charge and spin): 0.083 eV. As for the charge: -1. As for the expectation value of S²: 0.755. The calculation puts the LUMO energy (spin up / spin down) at 2.16 / 2.16 eV.

Each line ends with the natural charge from an NBO analysis.
CARTESIAN COORDINATES (ANGSTROEM)
Pd1 0.26273 0.36295 -1.16884  0.90
I1 -4.36046 1.27171 4.89927  0.07
C1 -3.26055 0.47988 3.30509  -0.22
C2 -2.49843 -0.66174 3.48978  -0.26
C3 -1.77068 -1.16110 2.42632  -0.27
I2 -0.61547 -2.87097 2.74693  0.10
C4 -1.74280 -0.57196 1.12789  0.44
O1 -1.04267 -1.04423 0.17338  -0.80
C5 -2.54778 0.61053 1.00367  -0.15
C6 -2.52920 1.37599 -0.29209  -0.22
N1 -1.21339 1.98691 -0.50873  -0.67
C7 -0.73219 2.81935 0.57580  -0.27
C8 0.13392 2.04623 1.55041  0.24
C9 0.15895 2.36395 2.90471  -0.25
C10 0.97660 1.63664 3.74906  -0.16
C11 1.74935 0.61419 3.21904  -0.27
C12 1.66141 0.36448 1.85856  0.07
N2 0.87532 1.06426 1.04480  -0.48
C13 -3.28103 1.10438 2.06717  -0.23
H1 -2.46378 -1.15789 4.44979  0.22
H2 -2.71786 0.71215 -1.13844  0.23
H3 -3.31896 2.13900 -0.26413  0.17
H4 -1.11980 2.47961 -1.39434  0.44
H5 -0.13408 3.62459 0.14283  0.25
H6 -1.55917 3.27521 1.13342  0.18
H7 -0.48335 3.14789 3.28598  0.22
H8 0.99779 1.85048 4.81041  0.21
H9 2.38895 0.00681 3.84437  0.22
H10 2.22277 -0.43915 1.39683  0.21
H11 -3.87018 2.00331 1.92442  0.21
S1 -1.03193 -0.45523 -4.12920  0.00
C14 0.01562 -0.63952 -2.95446  -0.11
Cl1 3.16400 2.89337 -4.58722  -0.09
C15 2.69790 3.63001 -3.01535  -0.45
C16 1.58063 2.82911 -2.32464  0.76
O2 1.91749 1.66827 -1.96574  -0.75
O3 0.50726 3.42646 -2.15520  -0.75
H12 2.36666 4.64114 -3.22302  0.21
H13 3.59295 3.62739 -2.39796  0.21
C17 2.03360 -3.28190 -0.15122  -1.09
Ge1 0.88554 -3.11803 -1.71585  1.66
C18 -0.95664 -3.68278 -1.46463  -1.09
C19 1.67357 -4.20059 -3.15411  -1.09
C20 1.03301 -1.27140 -2.32640  -0.91
H14 2.15238 -4.32502 0.14709  0.22
H15 1.60808 -2.72161 0.68050  0.25
H16 3.01667 -2.87384 -0.39443  0.22
H17 -1.05174 -4.74119 -1.71376  0.21
H18 -1.60721 -3.10386 -2.12105  0.24
H19 -1.26832 -3.50624 -0.43815  0.26
H20 1.64151 -5.26030 -2.89308  0.22
H21 2.71234 -3.91840 -3.33237  0.22
H22 1.11451 -4.05482 -4.07979  0.23
H23 2.03618 -0.99445 -2.65333  0.28

Force components x, y, z for each atom (eV/Å):
0.05 -0.48 0.33
0.00 0.00 0.00
-0.03 0.00 0.07
0.01 0.03 -0.07
-0.01 0.00 0.02
0.00 -0.02 -0.02
-0.04 0.12 0.12
-0.02 -0.02 -0.13
-0.03 0.00 -0.03
0.07 -0.07 0.05
0.02 -0.03 -0.35
0.05 0.01 0.13
-0.10 0.06 0.01
-0.04 -0.04 -0.03
0.01 -0.01 -0.01
0.00 -0.04 -0.09
-0.03 -0.01 0.11
0.09 0.03 0.00
0.03 -0.03 -0.03
-0.01 0.00 0.01
-0.01 0.00 0.01
-0.01 0.00 0.01
-0.07 0.11 0.12
0.01 -0.08 -0.05
0.00 0.04 0.00
0.00 0.00 -0.01
0.00 0.00 0.00
0.00 -0.01 -0.01
0.02 0.01 0.01
0.00 0.00 0.00
-0.32 0.19 -0.16
-0.07 -0.02 0.11
-0.01 0.02 0.05
0.02 -0.05 -0.05
0.38 0.23 -0.09
-0.36 0.02 -0.10
-0.05 -0.07 -0.06
0.00 0.00 -0.01
-0.01 0.01 0.00
0.02 -0.01 0.07
-0.03 0.04 0.01
-0.02 -0.02 0.03
0.01 0.01 -0.06
0.51 0.06 0.03
0.00 0.01 0.03
0.01 -0.02 -0.03
0.01 -0.01 0.01
-0.02 0.00 0.01
0.00 -0.01 -0.01
0.00 0.01 -0.01
0.01 0.00 0.00
0.00 0.00 0.00
0.01 -0.01 0.00
-0.02 0.07 0.05